Record 1
Computed, not measured: one molecule with the formula C4H9NO2, with ωB97M-V/def2-TZVPD.

```
16
Properties=species:S:1:pos:R:3:nbo_charge:R:1
C 0.41 -1.77 -1.83 -0.2442
O 0.71 -0.76 -0.93 -0.5466
C -0.31 0.20 -0.85 -0.0735
C 0.13 1.13 0.23 -0.2504
N 0.25 0.36 1.51 -0.6292
C -0.38 0.96 2.54 0.5154
O -1.00 1.99 2.38 -0.6342
H -0.52 -2.29 -1.55 0.1642
H 0.30 -1.37 -2.85 0.1651
H 1.25 -2.47 -1.79 0.1934
H -1.28 -0.24 -0.56 0.1688
H -0.46 0.72 -1.81 0.1730
H -0.62 1.94 0.28 0.2559
H 1.08 1.63 0.03 0.2029
H 0.77 -0.51 1.67 0.4182
H -0.32 0.48 3.53 0.1213
```

Its total energy is -363.02386 a.u. Its lowest unoccupied orbital energy is 0.9 eV. As for the highest occupied orbital energy: -9.713 eV. Its largest force on an atom is 0.0227 Eh/bohr. As for the HOMO-LUMO gap: 10.6 eV. Its SMILES is COCCNC=O. As for the relative energy (zero: lowest compared OMol25 entry of this formula, charge and spin): 38.70 kcal per mole.



Record 2
Computed, not measured: one molecule with the formula C4H9NO2, with ωB97M-V/def2-TZVPD.

```
16
Properties=species:S:1:pos:R:3:nbo_charge:R:1
C -2.38 0.25 0.92 -0.2447
O -1.23 -0.38 0.46 -0.5423
C -0.64 0.30 -0.60 -0.0882
C 0.60 -0.44 -0.92 -0.2199
N 1.47 -0.48 0.45 -0.6512
C 2.71 -0.10 0.12 0.5034
O 2.94 0.22 -1.03 -0.6476
H -2.16 1.26 1.28 0.1642
H -3.13 0.33 0.11 0.1641
H -2.77 -0.36 1.73 0.1933
H -0.37 1.34 -0.32 0.1723
H -1.31 0.37 -1.47 0.1740
H 1.01 0.04 -1.84 0.2640
H 0.48 -1.49 -1.18 0.2086
H 1.28 -0.77 1.43 0.4240
H 3.51 -0.09 0.88 0.1261
```

Its total energy is -362.99343 a.u. Its lowest unoccupied orbital energy is 0.9 eV. As for the highest occupied orbital energy: -9.512 eV. Its largest force on an atom is 0.0365 Eh/bohr. As for the HOMO-LUMO gap: 10.4 eV. Its SMILES is COCCNC=O. As for the relative energy (zero: lowest compared OMol25 entry of this formula, charge and spin): 57.80 kcal per mole.



Record 3
Computed, not measured: one molecule with the formula C4H9NO2, with ωB97M-V/def2-TZVPD.

```
16
Properties=species:S:1:pos:R:3:nbo_charge:R:1
C -0.46 1.24 0.74 0.4994
N 0.17 0.01 0.83 -0.4530
C 1.30 0.06 1.86 -0.4378
C 0.35 -0.80 -0.36 -0.2253
C -0.71 -0.70 -1.51 -0.0756
O -0.72 -1.88 -2.42 -0.7136
O -0.04 2.36 1.20 -0.6036
H -1.44 1.39 0.29 0.1466
H 1.48 -0.91 2.50 0.2086
H 1.05 0.82 2.61 0.2417
H 2.33 0.35 1.50 0.2038
H 1.29 -0.60 -0.89 0.1821
H 0.40 -1.84 -0.06 0.2097
H -0.73 0.27 -1.97 0.1757
H -1.59 -0.74 -0.96 0.1659
H -0.69 -1.45 -3.35 0.4754
```

Its total energy is -362.97922 a.u. Its lowest unoccupied orbital energy is 0.6 eV. As for the highest occupied orbital energy: -9.685 eV. Its largest force on an atom is 0.0852 Eh/bohr. As for the HOMO-LUMO gap: 10.3 eV. Its SMILES is CN(C=O)CCO. As for the relative energy (zero: lowest compared OMol25 entry of this formula, charge and spin): 66.71 kcal per mole.



Record 4
Computed, not measured: an isolated ion of composition C4H9NO2 and charge +1, with ωB97M-V/def2-TZVPD.

```
16
Properties=species:S:1:pos:R:3:nbo_charge:R:1
O -2.70 -0.41 -0.55 -0.5436
C -1.68 -0.47 0.09 0.7758
O -1.70 -0.64 1.44 -0.6767
C -0.40 -0.09 -0.54 -0.5186
C 0.89 -0.08 0.32 -0.4120
C 1.92 1.02 -0.03 -0.2860
N 3.04 0.39 -0.74 -0.2408
H -2.63 -0.41 1.62 0.5142
H -0.15 -0.45 -1.53 0.2486
H -0.65 0.97 -0.73 0.2464
H 0.53 0.23 1.31 0.2720
H 1.36 -1.05 0.45 0.2433
H 1.50 1.86 -0.60 0.2977
H 2.29 1.46 0.89 0.2514
H 2.80 0.31 -1.74 0.4067
H 3.93 0.90 -0.75 0.4217
```

Its total energy is -362.69111 a.u. Its lowest unoccupied orbital energy (alpha / beta) is -3.9 / -9.5 eV. As for the highest occupied orbital energy (alpha / beta): -14.003 / -13.949 eV. Its expectation value of S² is 0.7544. The spin multiplicity is 2. Its largest force on an atom is 0.0819 Eh/bohr. As for the HOMO-LUMO gap (alpha / beta): 10.1 / 4.4 eV. As for the relative energy (zero: lowest compared OMol25 entry of this formula, charge and spin): 43.22 kcal per mole. The total charge is +1.



Record 5
Computed, not measured: an isolated ion of composition C4H9NO2 and charge +1, with ωB97M-V/def2-TZVPD.

```
16
Properties=species:S:1:pos:R:3:nbo_charge:R:1
C -0.72 -0.49 -0.31 -0.4310
C 0.45 -0.53 -1.26 0.0788
C 1.19 0.74 -1.52 -0.6282
O 1.31 -1.49 -0.65 -0.7294
C -0.71 0.42 0.98 0.6824
N -1.47 -0.05 1.96 -0.7440
O -0.16 1.50 0.92 -0.1484
H -1.71 -0.29 -0.75 0.2823
H -0.87 -1.51 0.06 0.2821
H -0.08 -1.03 -2.10 0.2386
H 2.08 0.71 -2.14 0.2602
H 0.47 1.50 -1.84 0.2305
H 1.47 1.18 -0.55 0.2393
H 2.03 -1.85 -1.18 0.5042
H -1.44 -0.94 2.44 0.4599
H -1.56 0.64 2.70 0.4227
```

Its total energy is -362.69140 a.u. Its lowest unoccupied orbital energy (alpha / beta) is -4.1 / -9.2 eV. As for the highest occupied orbital energy (alpha / beta): -14.948 / -14.827 eV. Its expectation value of S² is 0.7564. The spin multiplicity is 2. Its largest force on an atom is 0.0537 Eh/bohr. As for the HOMO-LUMO gap (alpha / beta): 10.9 / 5.6 eV. As for the relative energy (zero: lowest compared OMol25 entry of this formula, charge and spin): 43.03 kcal per mole. The total charge is +1.



Record 6
Computed, not measured: one molecule with the formula C4H9NO2S, with ωB97M-V/def2-TZVPD.

```
17
Properties=species:S:1:pos:R:3:nbo_charge:R:1
C -1.70 -2.35 -0.84 -0.4221
C 0.23 -0.79 -0.49 0.5304
C 0.04 1.91 0.12 -0.5551
C 0.99 1.99 1.33 -0.0711
H -2.13 -2.27 0.16 0.2057
H -2.26 -1.71 -1.52 0.2101
H -1.78 -3.39 -1.17 0.2182
H 0.41 -2.69 -1.07 0.4120
H 0.64 2.03 -0.80 0.2440
H -0.70 2.71 0.16 0.2343
H 0.52 1.46 2.20 0.1585
H 1.11 3.04 1.63 0.1809
H 2.18 0.69 0.59 0.4955
N -0.29 -2.00 -0.82 -0.6159
O 1.44 -0.58 -0.53 -0.6659
O 2.29 1.53 1.07 -0.7296
S -0.99 0.42 -0.02 0.1702
```

Its total energy is -761.24805 a.u. Its lowest unoccupied orbital energy is 0.6 eV. As for the highest occupied orbital energy: -9.533 eV. Its largest force on an atom is 0.0153 Eh/bohr. As for the HOMO-LUMO gap: 10.1 eV. Its SMILES is CNC(=O)SCCO. As for the relative energy (zero: lowest compared OMol25 entry of this formula, charge and spin): 9.65 kcal per mole.



Record 7
Computed, not measured: a 2-piece molecular cluster, C4H9NO2S overall, with ωB97M-V/def2-TZVPD.

```
17
Properties=species:S:1:pos:R:3:nbo_charge:R:1
C -1.19 0.44 0.86 0.7307
C -1.11 -2.07 0.61 -0.7037
C 1.54 1.52 -1.20 -0.3962
C -0.41 -0.86 0.97 -0.1225
N 0.51 0.51 -1.32 -0.8331
O -2.04 0.50 0.05 -0.5488
O -0.82 1.39 1.69 -0.6627
S 1.04 -0.85 1.69 0.0256
H -0.87 -2.22 -0.47 0.2545
H -0.67 -2.90 1.14 0.2434
H -2.27 -1.99 0.68 0.2596
H 1.11 2.42 -1.28 0.1907
H 1.93 1.38 -0.15 0.1931
H 2.41 1.55 -1.95 0.1610
H 0.00 0.53 -2.20 0.3637
H 0.78 -0.43 -1.20 0.3501
H 0.05 1.08 2.08 0.4946
```

Its total energy is -761.19180 a.u. Its lowest unoccupied orbital energy is -1.0 eV. As for the highest occupied orbital energy: -9.326 eV. Its largest force on an atom is 0.0907 Eh/bohr. As for the HOMO-LUMO gap: 8.3 eV. Its SMILES is CC(=S)C(=O)O.CN. As for the relative energy (zero: lowest compared OMol25 entry of this formula, charge and spin): 44.95 kcal per mole.



Record 8
Computed, not measured: one molecule with the formula C4H9NO2S, with ωB97M-V/def2-TZVPD.

```
17
Properties=species:S:1:pos:R:3:nbo_charge:R:1
C 0.60 0.93 1.43 -0.3351
C 0.21 0.30 0.29 -0.2114
C -1.58 1.74 -0.51 -0.5988
C -0.85 0.40 -0.70 -0.4767
N 0.49 -2.45 0.29 -1.0711
O 1.51 -1.07 -1.64 -0.9502
O 2.62 -0.89 0.56 -0.9216
S 1.40 -1.01 -0.14 2.2153
H 1.45 0.52 1.89 0.2291
H 0.14 1.67 1.86 0.1913
H -2.47 1.61 -1.07 0.2190
H -1.80 1.74 0.55 0.1958
H -0.90 2.55 -0.73 0.2166
H -0.26 0.42 -1.69 0.2622
H -1.62 -0.48 -0.70 0.2385
H 0.93 -3.13 0.88 0.4011
H 0.13 -2.84 -0.55 0.3959
```

Its total energy is -761.15607 a.u. Its lowest unoccupied orbital energy is 0.7 eV. As for the highest occupied orbital energy: -10.249 eV. Its largest force on an atom is 0.1261 Eh/bohr. As for the HOMO-LUMO gap: 10.9 eV. Its SMILES is C=C(CC)S(N)(=O)=O. As for the relative energy (zero: lowest compared OMol25 entry of this formula, charge and spin): 67.37 kcal per mole.



Record 9
Computed, not measured: C4H9NO2S as an isolated structure, with ωB97M-V/def2-TZVPD.

```
17
Properties=species:S:1:pos:R:3:nbo_charge:R:1
C 1.14 0.65 0.91 -0.6286
C 0.46 -0.14 -0.17 0.0771
C 1.00 -1.49 -0.47 -0.6503
C -0.98 -0.41 0.41 0.6460
H 0.19 1.38 0.98 0.2281
H 2.15 0.99 0.50 0.2357
H 1.27 0.06 1.83 0.2217
H 1.90 -1.33 -1.46 0.2289
H 1.64 -1.77 0.73 0.2351
H 0.14 -2.44 -0.75 0.2750
H 0.15 0.17 -1.94 0.4664
H -2.93 0.06 0.16 0.4079
H -1.22 2.46 -0.75 0.1697
N -2.01 0.47 0.07 -0.7839
O 0.52 0.71 -1.31 -0.6912
O -1.31 -1.54 0.82 -0.5839
S -2.12 2.16 0.44 0.1460
```

Its total energy is -761.07908 a.u. Its lowest unoccupied orbital energy is 0.4 eV. As for the highest occupied orbital energy: -9.293 eV. Its largest force on an atom is 0.0945 Eh/bohr. As for the HOMO-LUMO gap: 9.7 eV. As for the relative energy (zero: lowest compared OMol25 entry of this formula, charge and spin): 115.68 kcal per mole.



Record 10
Computed, not measured: a 2-piece molecular cluster, C4H9NO2S overall, with ωB97M-V/def2-TZVPD.

```
17
Properties=species:S:1:pos:R:3:nbo_charge:R:1
C 0.52 2.35 -0.07 -0.1898
C -0.05 0.17 0.27 -0.1522
C 2.19 -0.93 0.29 -0.5998
C 0.78 -0.95 0.80 -0.5405
N -2.00 0.00 -1.35 -1.1277
O -2.09 -1.31 0.78 -0.9534
O -2.80 0.92 0.81 -0.9146
S -1.81 0.00 0.30 2.2042
H -0.46 2.88 -0.19 0.1657
H 1.35 2.58 -0.74 0.1488
H 2.76 -1.80 0.58 0.2219
H 2.14 -0.79 -0.82 0.2065
H 2.74 -0.05 0.64 0.2116
H 0.71 -0.86 1.98 0.2389
H 0.31 -1.79 0.45 0.2420
H -2.87 0.34 -1.83 0.4284
H -1.43 -0.76 -1.88 0.4100
```

Its total energy is -760.93504 a.u. Its lowest unoccupied orbital energy (alpha / beta) is -0.3 / -1.4 eV. As for the highest occupied orbital energy (alpha / beta): -8.832 / -10.156 eV. Its expectation value of S² is 2.0066. The spin multiplicity is 3. Its largest force on an atom is 0.0743 Eh/bohr. As for the HOMO-LUMO gap (alpha / beta): 8.5 / 8.7 eV. As for the relative energy (zero: lowest compared OMol25 entry of this formula, charge and spin): 81.85 kcal per mole.



Record 11
Computed, not measured: an isolated ion of composition C4H9NO2S and charge +1, with ωB97M-V/def2-TZVPD.

```
17
Properties=species:S:1:pos:R:3:nbo_charge:R:1
O -2.37 1.81 -0.91 -0.5538
C -1.97 0.79 -1.44 0.5267
N -1.15 -0.21 -0.99 -0.6100
C -0.28 -0.09 0.17 -0.1128
C -0.08 -1.27 1.10 -0.4858
S 0.81 -0.96 2.76 0.6380
C 1.21 0.23 -0.51 -0.0865
O 1.97 0.93 0.45 -0.7387
H -2.29 0.57 -2.51 0.1362
H -1.01 -0.94 -1.58 0.3991
H -0.70 0.78 0.70 0.2559
H -1.02 -1.61 1.51 0.2610
H 0.45 -2.09 0.67 0.2629
H 1.83 -0.11 2.50 0.1945
H 0.92 0.94 -1.35 0.2044
H 1.88 -0.66 -0.85 0.2106
H 1.79 1.87 0.28 0.4982
```

Its total energy is -760.85485 a.u. Its lowest unoccupied orbital energy (alpha / beta) is -4.1 / -9.2 eV. As for the highest occupied orbital energy (alpha / beta): -13.669 / -13.636 eV. Its expectation value of S² is 0.7537. The spin multiplicity is 2. Its largest force on an atom is 0.0705 Eh/bohr. As for the HOMO-LUMO gap (alpha / beta): 9.5 / 4.4 eV. As for the relative energy (zero: lowest compared OMol25 entry of this formula, charge and spin): 44.22 kcal per mole. The total charge is +1.



Record 12
Computed, not measured: a 2-piece molecular cluster, C4H9NO3 overall, with ωB97M-V/def2-TZVPD.

```
17
Properties=species:S:1:pos:R:3:nbo_charge:R:1
O 2.34 1.04 2.18 -0.6092
C 1.99 0.75 1.05 0.5180
N 0.98 -0.14 0.81 -0.6260
C 0.43 -0.33 -0.55 -0.2149
C -0.52 0.81 -0.94 -0.5218
C -0.97 0.55 -2.33 0.4418
O -0.68 1.21 -3.30 -0.5058
H 2.48 1.18 0.17 0.1140
H 0.49 -0.56 1.58 0.4220
H -0.01 -1.32 -0.62 0.2213
H 1.33 -0.34 -1.18 0.2038
H -0.07 1.80 -0.86 0.2309
H -1.37 0.80 -0.25 0.2209
H -1.56 -0.39 -2.45 0.0974
H -1.38 -2.11 2.81 0.4769
H -2.11 -1.16 1.97 0.4712
O -1.38 -1.78 1.90 -0.9405
```

Its total energy is -438.28028 a.u. Its lowest unoccupied orbital energy is 0.3 eV. As for the highest occupied orbital energy: -9.599 eV. Its largest force on an atom is 0.0344 Eh/bohr. As for the HOMO-LUMO gap: 9.9 eV. Its SMILES is O=CCCNC=O.O. As for the relative energy (zero: lowest compared OMol25 entry of this formula, charge and spin): 30.62 kcal per mole.



Record 13
Computed, not measured: a 2-piece molecular cluster, C4H9NO3 overall, with ωB97M-V/def2-TZVPD.

```
17
Properties=species:S:1:pos:R:3:nbo_charge:R:1
C -1.33 -1.41 0.18 -0.6915
C -0.40 1.06 0.11 0.2561
C -0.19 -0.50 -0.18 0.3438
C -1.57 1.56 0.53 -0.4753
O 0.44 1.86 -0.59 -0.6849
N 0.63 -0.78 -1.12 -0.7268
H 1.15 1.29 -0.95 0.5062
H 0.64 -1.75 -1.43 0.3606
H -2.17 -1.21 -0.48 0.2440
H -1.05 -2.45 0.03 0.2230
H -1.65 -1.26 1.21 0.2321
H -2.38 0.94 0.86 0.2037
H -1.82 2.60 0.39 0.2173
O 2.24 -0.19 1.07 -0.4685
O 2.90 -0.02 -0.20 -0.4859
H 2.34 -0.60 -0.77 0.4760
H 2.21 0.84 1.34 0.4699
```

Its total energy is -438.12996 a.u. Its lowest unoccupied orbital energy is 0.4 eV. As for the highest occupied orbital energy: -9.119 eV. Its largest force on an atom is 0.0762 Eh/bohr. As for the HOMO-LUMO gap: 9.6 eV. Its SMILES is [H]/N=C(\C)C(=C)O.OO. As for the relative energy (zero: lowest compared OMol25 entry of this formula, charge and spin): 124.94 kcal per mole.



Record 14
Computed, not measured: a 2-piece molecular cluster, C4H9NO3 overall, with ωB97M-V/def2-TZVPD.

```
17
Properties=species:S:1:pos:R:3:nbo_charge:R:1
C 1.52 -1.08 -0.89 0.5203
N 0.88 -0.64 0.22 -0.6333
C -1.45 -1.34 0.36 -0.6158
C -0.52 -0.21 0.11 -0.1571
C -0.83 1.02 1.06 0.4514
O -0.17 1.23 2.04 -0.5261
O 2.65 -1.53 -0.84 -0.6010
H 0.99 -0.98 -1.84 0.1211
H 1.39 -0.60 1.03 0.4156
H -1.28 -1.46 1.48 0.2094
H -1.26 -2.25 -0.18 0.2313
H -2.49 -1.04 0.35 0.2180
H -0.68 0.15 -0.94 0.2240
H -1.66 1.70 0.80 0.1360
H 1.21 1.75 -0.46 0.4776
H 1.13 3.04 -1.26 0.4798
O 0.59 2.25 -1.05 -0.9515
```

Its total energy is -438.26952 a.u. Its lowest unoccupied orbital energy is 0.6 eV. As for the highest occupied orbital energy: -9.952 eV. Its largest force on an atom is 0.0783 Eh/bohr. As for the HOMO-LUMO gap: 10.6 eV. Its SMILES is C[C@@H](C=O)NC=O.O. As for the relative energy (zero: lowest compared OMol25 entry of this formula, charge and spin): 37.37 kcal per mole.



Record 15
Computed, not measured: one molecule with the formula C4H9NO3, with ωB97M-V/def2-TZVPD.

```
17
Properties=species:S:1:pos:R:3:nbo_charge:R:1
O 1.18 -1.01 1.69 -0.5966
C 0.14 -0.74 1.14 0.7734
O -1.01 -0.57 1.80 -0.6906
C -0.02 -0.62 -0.37 -0.1779
C -0.77 0.66 -0.74 0.0955
C -0.04 1.89 -0.17 -0.6494
O -0.88 0.74 -2.14 -0.7074
N 1.23 -0.75 -1.07 -0.8419
H -0.86 -0.70 2.74 0.4983
H -0.62 -1.50 -0.62 0.2242
H -1.77 0.62 -0.33 0.1985
H 1.05 1.77 -0.23 0.1920
H -0.30 2.07 0.87 0.2205
H -0.28 2.78 -0.76 0.2326
H 0.02 0.67 -2.50 0.4728
H 1.67 -1.64 -0.88 0.3879
H 1.83 0.05 -0.97 0.3682
```

Its total energy is -438.30607 a.u. Its lowest unoccupied orbital energy is 0.6 eV. As for the highest occupied orbital energy: -9.804 eV. Its largest force on an atom is 0.0190 Eh/bohr. As for the HOMO-LUMO gap: 10.4 eV. Its SMILES is C[C@@H](O)[C@@H](N)C(=O)O. As for the relative energy (zero: lowest compared OMol25 entry of this formula, charge and spin): 14.43 kcal per mole.